Molecular formula: C4H10OS
Method: DFT, the ωB97M-V functional and the def2-TZVPD basis

Each line ends with the Löwdin charge.
Element x y z (Å)
C (1.79060, 1.18811, 2.45403)  0.005
C (1.30584, -0.02671, 2.66319)  -0.282
O (1.31336, -1.05786, 1.75722)  -0.030
H (1.63631, 1.90750, 3.24248)  0.052
H (2.33299, 1.35553, 1.53187)  0.062
H (0.78191, -0.27282, 3.56491)  0.104
H (1.44175, -0.60659, 0.90995)  0.071
C (-1.14557, -0.43022, -0.42736)  -0.420
S (-0.07669, -0.73533, -1.85482)  0.713
C (-1.18272, -0.16329, -3.17112)  -0.427
H (-1.29345, 0.65430, -0.41392)  0.038
H (-2.10772, -0.93622, -0.44840)  0.044
H (-0.60915, -0.64581, 0.46159)  -0.016
H (-0.66080, -0.34852, -4.10345)  0.025
H (-1.44482, 0.88173, -3.01379)  0.034
H (-2.08183, -0.76380, -3.15238)  0.027

Results
frontier orbital gap	9.599	eV
DFT total energy	-17191.6889	eV
LUMO	0.978	eV
HOMO energy	-0.31682	Ha
strongest force on any atom	1.529	eV/Å

Molecular formula: C4H10OS
Method: DFT, the ωB97M-V functional and the def2-TZVPD basis

Each line ends with the Löwdin charge.
Element x y z (Å)
C (0.09285, 0.15814, 3.28346)  0.001
C (-0.49319, 1.28956, 3.62908)  -0.295
O (0.14712, 2.18390, 4.42763)  -0.008
H (-0.32105, -0.54056, 2.58328)  0.040
H (1.04567, -0.10588, 3.73231)  0.063
H (-1.52961, 1.52341, 3.41204)  0.108
H (-0.44932, 2.87836, 4.71416)  0.093
C (0.34315, 0.34197, -3.40664)  -0.461
S (0.31744, -1.39908, -2.96232)  0.712
C (-0.61630, -1.29543, -1.38756)  -0.413
H (1.11965, 0.88708, -2.87094)  0.030
H (-0.60984, 0.82832, -3.23250)  0.033
H (0.63027, 0.40708, -4.45430)  0.025
H (-0.40922, -0.28994, -1.03072)  0.022
H (-1.65967, -1.51829, -1.58885)  0.027
H (-0.17020, -1.91642, -0.61906)  0.022

Results
frontier orbital gap	9.210	eV
DFT total energy	-17191.5465	eV
LUMO	0.749	eV
HOMO energy	-0.31092	Ha
strongest force on any atom	1.062	eV/Å

Molecular formula: C4H10OS
Method: DFT, the ωB97M-V functional and the def2-TZVPD basis

Each line ends with the Löwdin charge.
Element x y z (Å)
C (2.80402, -0.06034, 0.08341)  -0.191
C (1.46554, 0.61215, 0.18953)  -0.400
S (0.14497, -0.31051, -0.28713)  0.767
O (0.17906, -1.66294, 0.20809)  -0.414
C (-1.33461, 0.54385, 0.35926)  -0.344
C (-2.56265, -0.26694, 0.01353)  -0.148
H (3.48500, 0.40669, 0.79374)  0.066
H (2.69054, -1.10729, 0.35331)  0.058
H (3.25979, 0.00032, -0.90913)  0.065
H (1.39399, 1.58821, -0.27599)  0.051
H (-0.40701, -0.47849, -1.65419)  0.081
H (-1.17985, 0.62275, 1.43307)  0.100
H (-1.34767, 1.53655, -0.08528)  0.095
H (-2.68602, -0.32443, -1.06684)  0.066
H (-2.44768, -1.27694, 0.40144)  0.073
H (-3.45741, 0.17735, 0.44318)  0.078

Results
frontier orbital gap	8.568	eV
DFT total energy	-17189.4658	eV
LUMO	0.596	eV
HOMO energy	-0.29295	Ha
strongest force on any atom	1.617	eV/Å

Molecular formula: C4H10OSi
Method: DFT, the ωB97M-V functional and the def2-TZVPD basis

Each line ends with the Löwdin charge.
Element x y z (Å)
C (0.04636, -0.79018, -2.81798)  -0.174
C (-0.74090, 0.43556, -2.47682)  -0.257
C (0.60525, 0.33913, -2.05566)  -0.102
C (-0.16256, -0.84955, 3.34515)  -0.149
O (-0.13204, 0.48198, 2.82950)  -0.470
Si (0.47897, 1.00425, 1.39937)  0.673
H (-0.24137, -1.67825, -2.28701)  0.086
H (0.31729, -0.94067, -3.88316)  0.105
H (-1.09575, 1.28426, -3.31021)  0.156
H (-1.65929, 0.30810, -1.94435)  0.072
H (1.34550, 0.99247, -2.25006)  0.038
H (-1.21050, -1.15458, 3.57596)  0.095
H (0.39343, -0.69924, 4.22195)  0.064
H (0.25789, -1.54417, 2.64371)  0.062
H (1.82358, 0.52135, 1.50072)  -0.091
H (-0.02585, 2.28956, 1.50889)  -0.107

Results
frontier orbital gap (alpha / beta)	8.072 / 7.243	eV
DFT total energy	-14229.5746	eV
LUMO (alpha / beta)	-0.179 / 0.086	eV
HOMO energy (alpha / beta)	-0.30324 / -0.26302	Ha
strongest force on any atom	5.154	eV/Å

Molecular formula: C4H10OSi
Method: DFT, the ωB97M-V functional and the def2-TZVPD basis

Each line ends with the Löwdin charge.
Element x y z (Å)
C (-0.28243, 0.91800, -1.32901)  -0.284
C (0.38156, 2.18473, -1.00007)  -0.089
C (-0.94984, -2.15996, -0.21101)  -0.226
C (0.28141, -1.54296, 0.21458)  -0.334
O (-1.21659, 0.54156, -1.95572)  0.094
Si (0.36046, -0.04649, 1.35073)  0.600
H (-0.13046, 2.94133, -1.59646)  0.093
H (1.35663, 1.90445, -1.27590)  0.073
H (0.35997, 2.52320, -0.00451)  0.041
H (-1.91613, -2.28804, 0.34593)  0.082
H (-1.32977, -1.71747, -1.13485)  0.047
H (-0.67019, -3.28746, -0.40815)  0.104
H (1.14893, -2.00162, -0.09307)  0.018
H (-0.69472, 0.80360, 1.69024)  -0.091
H (1.54396, 0.89278, 1.25490)  -0.058
H (0.62975, -0.88614, 2.55448)  -0.070

Results
frontier orbital gap (alpha / beta)	7.742 / 9.920	eV
DFT total energy	-14229.8177	eV
LUMO (alpha / beta)	0.838 / -0.425	eV
spin multiplicity	3
⟨S²⟩	2.01
HOMO energy (alpha / beta)	-0.25370 / -0.38017	Ha
strongest force on any atom	4.207	eV/Å

Molecular formula: C4H10S
Method: DFT, the ωB97M-V functional and the def2-TZVPD basis

Each line ends with the Löwdin charge.
Element x y z (Å)
C (2.63542, -0.27444, -2.79976)  -0.080
C (3.39270, 0.08475, -1.74455)  -0.091
H (2.35756, 0.52756, -3.48712)  0.045
H (2.17145, -1.23927, -2.84105)  0.038
H (3.50845, 1.08967, -1.36083)  0.041
H (3.78283, -0.74691, -1.10834)  0.053
C (-2.68577, -0.15259, 1.79025)  -0.431
S (-1.37375, 0.65977, 0.75468)  0.682
C (-0.18240, -0.71100, 0.81139)  -0.435
H (-2.94497, -1.16176, 1.47891)  0.024
H (-2.46437, -0.08767, 2.84090)  0.013
H (-3.69675, 0.42735, 1.56188)  0.071
H (-0.39950, -1.14438, 1.78629)  0.017
H (0.85344, -0.47979, 0.62766)  0.017
H (-0.55722, -1.44351, 0.06871)  0.034

Results
frontier orbital gap	9.543	eV
DFT total energy	-15143.5963	eV
LUMO	1.055	eV
HOMO energy	-0.31194	Ha
strongest force on any atom	3.172	eV/Å

Molecular formula: C4H10S
Method: DFT, the ωB97M-V functional and the def2-TZVPD basis

Each line ends with the Löwdin charge.
Element x y z (Å)
C (-1.83041, -0.86025, -2.08941)  -0.122
C (-1.32034, -0.82825, -0.65798)  -0.287
C (-0.50101, 0.43838, -0.37111)  -0.297
C (0.07892, 0.46919, 1.04349)  -0.578
S (1.88326, 0.29396, 1.14188)  0.680
H (-1.02807, -0.85743, -2.82761)  0.071
H (-2.39586, 0.04901, -2.30043)  0.072
H (-2.46437, -1.72317, -2.29161)  0.069
H (-2.18460, -0.86083, 0.00657)  0.106
H (-0.70731, -1.70633, -0.40665)  0.112
H (0.24120, 0.54623, -1.16096)  0.097
H (-1.19815, 1.28034, -0.47829)  0.109
H (-0.21244, 1.37422, 1.56855)  0.064
H (-0.28134, -0.38953, 1.60383)  0.058
H (2.21527, 1.53991, 0.77632)  -0.153

Results
frontier orbital gap	10.053	eV
DFT total energy	-15145.3366	eV
LUMO	1.055	eV
HOMO energy	-0.33067	Ha
strongest force on any atom	0.958	eV/Å

Molecular formula: C4H10S
Method: DFT, the ωB97M-V functional and the def2-TZVPD basis

Each line ends with the Löwdin charge.
Element x y z (Å)
C (-1.57744, -1.45647, 2.03939)  -0.110
C (-1.15891, -0.77065, 0.70209)  -0.270
C (0.10013, 0.04171, 0.91171)  -0.314
C (0.56544, 1.06974, -0.09107)  -0.559
S (1.05012, 0.57857, -1.81411)  0.662
H (-2.49122, -1.99753, 1.77392)  0.067
H (-0.85541, -2.17115, 2.41852)  0.070
H (-1.90736, -0.68380, 2.72361)  0.068
H (-1.98331, -0.07854, 0.49661)  0.111
H (-1.05544, -1.54538, -0.04857)  0.095
H (0.91673, -0.68649, 1.04804)  0.116
H (0.06348, 0.51528, 1.89696)  0.112
H (1.43261, 1.57482, 0.32969)  0.061
H (-0.21178, 1.82062, -0.25193)  0.057
H (0.38311, -0.59632, -1.82308)  -0.166

Results
frontier orbital gap	10.003	eV
DFT total energy	-15145.1290	eV
LUMO	1.044	eV
HOMO energy	-0.32925	Ha
strongest force on any atom	1.903	eV/Å